This record from the OMol25 dataset describes C19H15F5N3ORuS3 as an isolated structure. The level of theory is the ωB97M-V functional and the def2-TZVPD basis.

Properties
HOMO energy (alpha / beta) = -12.0 / -11.9 eV
Calculated total energy = -75131.13314 eV
⟨S²⟩ = 6.046
Net charge = +1
HOMO-LUMO gap (alpha / beta) = 7.95 / 5.16 eV
LUMO energy (alpha / beta) = -4.02 / -6.77 eV
Energy above the lowest of the compared OMol25 structures with the same formula, charge and spin = 0.054 eV
Spin multiplicity = 5

Structure (XYZ):
```
47
C19H15F5N3ORuS3 the ωB97M-V functional and the def2-TZVPD basis
Ru -0.957 0.013 -1.670
C -0.821 1.618 3.876
C -0.724 0.204 3.325
N 0.480 -0.015 2.513
C 1.711 -0.427 3.223
C 2.668 0.730 3.468
C 0.526 0.190 1.207
S -0.931 0.841 0.446
N 1.693 0.012 0.597
C 1.880 -0.140 -0.694
O 0.968 -0.375 -1.574
C 3.260 -0.080 -1.204
C 4.336 -0.105 -0.315
C 5.629 -0.029 -0.796
C 5.854 0.080 -2.163
C 4.786 0.110 -3.050
C 3.489 0.024 -2.576
H -1.758 1.732 4.422
H -0.804 2.355 3.073
H -0.006 1.836 4.563
H -1.596 -0.035 2.719
H -0.688 -0.526 4.133
H 2.191 -1.209 2.639
H 1.387 -0.865 4.166
H 2.995 1.171 2.529
H 3.545 0.363 4.000
H 2.209 1.507 4.077
H 4.147 -0.194 0.745
H 6.464 -0.056 -0.110
H 6.867 0.142 -2.537
H 4.966 0.202 -4.112
H 2.652 0.057 -3.260
F -7.542 -2.356 -1.348
C -6.507 -1.572 -1.499
C -5.245 -2.017 -1.098
F -5.116 -3.216 -0.562
C -4.163 -1.190 -1.256
F -2.969 -1.619 -0.844
C -4.280 0.098 -1.811
S -2.979 1.176 -2.029
C -5.574 0.516 -2.195
F -5.732 1.714 -2.717
C -6.672 -0.303 -2.049
F -7.871 0.098 -2.420
S -1.307 -1.420 -3.575
C -0.497 -0.030 -4.049
N 0.030 0.996 -4.209
```

These are the Löwdin partial charges, in e, on atoms 1 to 5: Ru 0.7986; C -0.0610; C -0.2335; N -0.1002; C -0.1722